62
Properties=species:S:1:pos:R:3:forces:R:3 method="wB97M-V/def2-TZVPD" lumo_energy_ha=-0.001
C 6.2927 -2.9449 -8.1210 -0.1295 -0.2114 0.1957
C 5.8151 -3.3268 -6.7207 0.0030 0.2707 -0.0857
C 6.9753 -3.2395 -5.7322 -0.2291 -0.1665 -0.1060
C 4.6553 -2.4146 -6.3079 0.0644 -0.4174 0.1476
C 3.9799 -2.8277 -5.0013 0.5167 -0.0440 -0.1965
N 2.8734 -1.9565 -4.6502 0.0785 0.8016 0.3934
S 3.2963 -0.4143 -4.1229 -0.6802 -0.2187 -0.1140
O 4.6224 -0.4632 -3.5840 0.0088 -0.3171 0.1639
O 2.9940 0.5502 -5.1444 -0.2512 -0.1152 0.1251
C 2.1262 -0.2231 -2.7867 0.2963 0.0856 -0.3667
C 2.3678 -0.8776 -1.5948 0.0804 -0.0130 0.1293
C 1.4587 -0.7612 -0.5600 -0.0088 0.0583 -0.1248
C 0.3036 0.0059 -0.7172 0.1601 0.0176 -0.2736
C -0.6646 0.1296 0.3842 -0.2595 0.0191 0.1823
C -0.2235 0.3028 1.6968 -0.1377 -0.0044 -0.0087
C -1.1330 0.4199 2.7312 0.1259 -0.0637 0.0588
C -2.4850 0.3591 2.4556 -0.3712 -0.0568 0.2976
S -3.6441 0.5469 3.8019 -0.0256 0.4834 -0.5375
O -3.1203 -0.0997 4.9677 0.2709 0.2118 0.0951
O -4.9558 0.1893 3.3365 0.1574 0.1494 -0.2108
N -3.5512 2.2134 4.0244 0.0628 -0.8542 -0.2639
C -3.5424 2.6651 5.4038 -0.1622 -0.0880 0.5226
C -4.9059 2.5130 6.0758 0.2966 0.2782 0.1848
C -4.9358 2.9927 7.5307 -0.1845 -0.2008 -0.0807
C -6.3757 2.9871 8.0419 0.2629 0.1595 -0.0729
C -4.0615 2.1185 8.4262 -0.0317 0.2671 -0.1375
C -2.9448 0.1852 1.1655 -0.1948 -0.0084 0.0439
C -2.0348 0.0718 0.1299 0.1789 0.0258 0.0790
C 0.0803 0.6572 -1.9301 0.0652 -0.1166 0.1443
C 0.9920 0.5438 -2.9642 0.0417 0.0657 -0.1833
H 7.1037 -3.5960 -8.4394 0.1027 -0.0310 -0.0781
H 6.6529 -1.9188 -8.1274 0.0645 0.1513 -0.0316
H 5.4834 -3.0292 -8.8429 -0.0607 0.0248 -0.1204
H 5.4513 -4.3611 -6.7469 -0.0050 0.0111 -0.0066
H 6.6936 -3.6312 -4.7589 0.0545 -0.0204 0.1679
H 7.8240 -3.8146 -6.0963 0.1085 -0.0462 0.0229
H 7.2860 -2.2050 -5.6082 0.0788 0.1543 0.0335
H 3.9019 -2.4146 -7.1017 -0.0274 0.0670 -0.0328
H 5.0159 -1.3900 -6.1911 0.0440 0.0529 -0.1135
H 4.6817 -2.7531 -4.1712 0.0539 -0.2590 -0.0646
H 3.5999 -3.8522 -5.0624 0.0384 0.0742 0.0723
H 2.2026 -1.8666 -5.4004 -0.1840 0.1236 -0.0876
H 3.2698 -1.4593 -1.4943 0.0908 -0.1265 0.1189
H 1.6297 -1.2817 0.3701 0.0338 -0.0557 0.0817
H 0.8350 0.3652 1.8989 0.0968 0.0073 0.0386
H -0.8157 0.5480 3.7534 0.1583 0.0341 0.1107
H -4.2825 2.6512 3.4819 -0.1285 -0.0061 -0.2012
H -2.8003 2.0456 5.9064 0.0381 0.2239 0.1493
H -3.2117 3.7081 5.4180 0.0383 -0.1040 -0.0005
H -5.6416 3.0809 5.4979 -0.0559 -0.0355 -0.0446
H -5.1883 1.4586 6.0296 -0.1257 -0.0211 0.0389
H -4.5580 4.0217 7.5651 -0.0107 -0.0051 -0.0074
H -6.4183 3.3422 9.0690 -0.0606 0.0149 0.1177
H -6.7812 1.9785 8.0098 -0.0878 -0.1420 0.0103
H -7.0062 3.6301 7.4317 -0.1202 0.0452 -0.0472
H -4.1721 2.4164 9.4667 0.0388 -0.0103 0.1132
H -4.3525 1.0752 8.3322 -0.0296 -0.1724 0.0133
H -3.0122 2.2061 8.1587 0.1626 -0.0636 0.0331
H -4.0085 0.1282 0.9970 -0.1116 -0.0323 -0.1026
H -2.3837 -0.0859 -0.8794 -0.0445 -0.0232 -0.0867
H -0.7989 1.2717 -2.0516 -0.0718 0.0667 -0.0205
H 0.8501 1.0501 -3.9059 -0.0837 0.1052 -0.0773

74
Properties=species:S:1:pos:R:3:forces:R:3 method="wB97M-V/def2-TZVPD" lumo_energy_ha="-0.014 / -0.014"
Hf 0.2986 0.3343 2.8872 -3.4733 -1.7222 -1.2202
P 0.1811 0.5553 0.1430 0.5108 0.3687 -1.4633
Cl 1.6797 2.3282 2.8009 0.1326 -0.0678 -0.1021
C -2.0556 -0.2782 2.1476 -2.2410 6.2958 0.2972
H -3.1741 -0.0152 2.0406 1.7572 -0.0979 0.3071
H -1.6844 0.8169 2.5875 -0.3298 -2.4598 -0.2494
C 1.9927 0.7753 -0.2617 -0.5876 0.1132 -0.3467
C -0.6714 2.2150 -0.1270 0.2935 -0.3318 0.2103
C 2.4255 0.8339 -1.7412 0.2428 0.2239 0.1935
H 2.1938 1.7518 0.2132 0.1794 -0.2609 -0.1531
C 3.9049 1.2294 -1.8300 0.0155 -0.1592 -0.1401
H 2.2901 -0.1488 -2.2168 0.0284 0.2221 0.1463
H 1.8222 1.5562 -2.3128 0.2158 -0.2557 0.2755
C 4.8112 0.3088 -0.9990 0.0512 0.1957 0.0074
H 4.2115 1.2101 -2.8883 0.0439 0.0606 0.3219
H 4.0253 2.2598 -1.4770 -0.0649 -0.0191 -0.0233
C 4.2980 0.0850 0.4320 0.0944 -0.5148 0.0428
H 4.9164 -0.6546 -1.5050 -0.0697 -0.0559 -0.0126
H 5.8166 0.7537 -0.9594 -0.1920 -0.2086 0.0084
C 2.8097 -0.2983 0.4802 0.4257 0.3757 -0.0635
H 4.8808 -0.7186 0.9186 -0.0930 0.3784 -0.1821
H 4.4464 0.9925 1.0211 -0.0539 0.0545 0.0414
H 2.6597 -1.2844 0.0169 -0.0455 0.1577 0.1088
H 2.5173 -0.4061 1.5484 0.0374 0.0655 -0.4557
C -0.5389 -0.5166 -1.2564 -0.0910 -0.1328 0.5139
C -2.1873 2.0445 -0.3361 -0.1666 0.0515 -0.1646
H -0.5122 2.6879 0.8618 -0.1716 0.0934 -0.2701
C -2.9072 3.3964 -0.3118 0.0123 0.0090 -0.0462
H -2.3992 1.5366 -1.2923 0.1256 0.2773 0.2665
H -2.6076 1.3948 0.4332 0.1303 0.0389 -0.0391
C -2.2940 4.4127 -1.2835 0.0531 -0.2131 -0.1530
H -3.9713 3.2352 -0.5488 0.2935 0.1286 0.0771
H -2.8704 3.8018 0.7070 0.0287 -0.0280 -0.0438
C -0.7650 4.5161 -1.1653 0.0576 0.0521 -0.0136
H -2.5513 4.1219 -2.3128 0.0282 0.0274 0.1323
H -2.7443 5.3941 -1.1067 0.0526 -0.0493 -0.1153
C -0.0549 3.1516 -1.1753 -0.1305 0.1072 -0.2068
H -0.3657 5.1303 -1.9894 -0.1495 -0.1270 0.2829
H -0.5091 5.0340 -0.2336 -0.0195 -0.0304 -0.0205
H -0.1287 2.7174 -2.1863 -0.0171 0.1104 0.3616
H 1.0142 3.2995 -0.9793 -0.1661 -0.0009 0.0011
C 0.1538 -1.8906 -1.3652 -0.0999 -0.2753 0.1212
H -1.5700 -0.6645 -0.8942 0.1220 -0.1511 -0.0862
C -0.5772 -2.8345 -2.3363 0.0849 0.0627 0.0329
H 1.1896 -1.7608 -1.7037 -0.1632 0.0307 -0.0122
H 0.2159 -2.3940 -0.3872 -0.0717 0.2283 -0.3886
C -0.7974 -2.2235 -3.7248 0.5535 0.2572 0.1315
H 0.0001 -3.7707 -2.4162 -0.2424 0.2647 -0.0179
H -1.5504 -3.0975 -1.9084 0.0122 0.0103 0.0600
C -1.3764 -0.8044 -3.6565 -0.1572 -0.1072 0.1323
H 0.1700 -2.1866 -4.2556 -0.2326 -0.0202 0.1141
H -1.4571 -2.8705 -4.3000 -0.0082 -0.0200 -0.1396
C -0.6391 0.1100 -2.6677 0.2280 0.2184 -0.0332
H -1.3545 -0.3388 -4.6538 -0.0393 -0.1361 0.2573
H -2.4298 -0.8657 -3.3598 -0.0065 0.0087 -0.0003
H 0.3634 0.3016 -3.0666 -0.1838 -0.0732 0.1075
H -1.1489 1.0824 -2.6369 0.1813 -0.4152 -0.0516
C -0.0188 -1.8349 2.3400 -1.0886 2.1574 -2.1003
C -1.7901 -1.6522 1.9969 4.9776 -0.7437 0.9083
H 0.4042 -1.9540 1.3012 -0.4259 -0.1923 1.2835
C -2.5776 -2.5364 2.8426 -0.7267 -1.8357 1.6975
H -1.8437 -1.9712 0.9580 0.1061 0.0675 -0.3528
C -1.9607 -2.8940 4.2121 -0.3504 0.7521 0.1670
H -3.6217 -2.2314 2.9796 0.1825 0.4164 -0.0970
H -2.6327 -3.4571 2.3114 -0.2445 -1.2123 -0.4987
C -0.6485 -3.6546 4.0798 0.2158 0.2841 0.9350
H -1.8461 -1.9439 4.8016 0.0797 -0.8639 -0.3920
H -2.6507 -3.5444 4.7626 -0.0938 0.2798 -0.0597
C 0.4172 -2.8984 3.2556 -0.0588 -2.2870 0.2132
H -0.2426 -3.7964 5.1002 -0.1776 0.0068 -0.3911
H -0.8162 -4.6863 3.7085 -0.0802 0.6311 -0.1427
H 1.2438 -2.6369 3.8799 0.2904 0.7838 0.8216
H 0.8901 -3.6628 2.6780 0.3654 -0.7970 -0.7458
Br 0.2987 0.0026 5.3811 0.3039 -0.0021 0.4158

14
Properties=species:S:1:pos:R:3:forces:R:3 method="wB97M-V/def2-TZVPD" lumo_energy_ha=0.040
C 0.6622 -0.3340 0.9716 1.0118 -0.3798 2.0909
C 0.4718 -1.0002 -0.3734 0.8630 -2.2287 -1.2594
C -0.2744 0.0150 -1.2678 -3.0267 -0.0235 -3.0223
N -0.9389 1.0104 -0.4145 2.0996 1.2626 1.8075
C -0.5196 0.6129 1.0929 -1.7311 -0.0815 -2.8456
H 1.6609 0.1624 0.8928 -0.9815 0.4135 0.3381
H 0.8033 -0.9654 1.9951 -0.6211 0.8503 -2.7216
H 1.4807 -1.1772 -0.8697 -1.2106 -0.2210 0.7413
H -0.0413 -2.0225 -0.2317 0.5151 1.6375 -0.6356
H 0.1794 0.5248 -2.1779 1.0185 -0.4495 1.7007
H -1.1482 -0.3661 -1.9982 1.4735 -0.5379 2.0885
H -0.5027 1.9213 -0.6606 -0.4522 -0.7392 0.5727
H -0.3059 1.4288 1.7445 -0.1400 0.9038 0.1706
H -1.5274 0.1897 1.2971 1.1817 -0.4067 0.9741

57
Properties=species:S:1:pos:R:3:forces:R:3 method="wB97M-V/def2-TZVPD" lumo_energy_ha="-0.043 / -0.042"
Au 0.6138 0.2147 -0.3621 1.1398 1.3082 -1.5193
O -0.0358 4.0353 2.0468 0.0544 -0.0822 -0.0739
C -0.6718 3.5212 3.1162 -0.0232 -0.0421 0.0292
C -1.0168 4.4168 4.1304 -0.0365 -0.0268 0.0567
C -1.6707 3.9738 5.2614 0.0073 -0.0017 0.0076
C -1.9972 2.6266 5.4089 0.0041 0.0361 0.0089
C -1.6598 1.7395 4.4078 -0.0246 0.0018 -0.0043
C -0.9987 2.1596 3.2505 0.0382 0.0042 -0.0405
C -0.6456 1.1710 2.1949 -0.0146 0.3615 -0.0149
O 0.0682 1.5973 1.2073 -0.2128 -0.2022 0.3655
N -1.0808 -0.0508 2.3501 0.2209 -0.0679 -0.0592
N -0.6048 -0.9188 1.3677 -0.2585 -0.4601 0.1176
C -1.1310 -2.0783 1.4610 0.0152 0.1857 0.1621
S -0.6930 -3.4018 0.4041 -0.0151 0.0659 -0.0323
C -1.4188 -4.6679 1.4720 0.0535 -0.0283 -0.0225
C -2.6886 -4.0924 2.0617 -0.0326 -0.0188 0.0524
S -2.3184 -2.4410 2.7104 -0.0023 -0.0241 -0.0350
H 0.1795 3.2815 1.4537 -0.0298 0.0063 0.0278
H -0.7536 5.4586 3.9994 -0.0054 -0.0227 -0.0015
H -1.9274 4.6820 6.0400 -0.0024 -0.0064 -0.0122
H -2.5097 2.2799 6.2964 0.0039 0.0026 -0.0094
H -1.9070 0.6897 4.4939 0.0080 0.0087 -0.0066
H -0.7030 -4.9297 2.2498 -0.0157 -0.0322 0.0340
H -1.6121 -5.5397 0.8484 -0.0174 -0.0255 0.0238
H -3.0538 -4.6981 2.8908 -0.0047 -0.0142 -0.0143
H -3.4680 -4.0144 1.3048 -0.0140 -0.0215 -0.0084
C 2.3399 -1.3211 -3.8639 0.1736 -0.2732 -0.0650
C 1.5487 -1.7077 -2.6045 0.0440 0.4522 -0.3280
C 2.5297 -2.2251 -1.5474 -0.1457 0.2133 0.2084
C 0.5353 -2.8042 -2.9791 -0.0369 -0.0854 0.0756
N 0.7761 -0.5611 -2.1929 -0.5127 -0.6528 1.3603
H 2.8383 -2.2007 -4.2779 0.0746 0.0421 -0.1237
H 3.1003 -0.5726 -3.6286 -0.0479 0.0046 0.0282
H 1.6684 -0.9155 -4.6251 0.0219 -0.0295 0.0211
H 3.1411 -3.0338 -1.9584 -0.1037 0.0496 -0.0550
H 1.9992 -2.5989 -0.6735 -0.0379 -0.0306 0.0853
H 3.1872 -1.4206 -1.2138 0.0006 -0.0300 -0.0209
H 1.0705 -3.6776 -3.3596 -0.0148 -0.0074 -0.0616
H -0.1453 -2.4433 -3.7528 0.0200 -0.0282 0.0038
H -0.0569 -3.1030 -2.1134 0.0949 0.0934 -0.1412
C 4.4668 0.0086 2.8692 -0.0125 -0.0450 0.0437
C 3.1067 -0.2679 2.2752 -0.1751 0.0902 0.0613
N 2.1135 -0.5561 3.1482 0.1151 0.0110 -0.0567
O 2.9259 -0.2549 1.0666 0.1131 -0.0722 -0.0259
H 4.4084 0.4147 3.8788 0.0014 -0.0143 -0.0124
H 4.9956 0.7020 2.2212 -0.0052 0.0034 -0.0052
H 5.0288 -0.9264 2.9023 -0.0009 0.0161 0.0022
H 2.2427 -0.4404 4.1361 -0.0155 0.0110 0.0109
H 1.1756 -0.6791 2.7940 0.0011 -0.0031 0.0269
N 2.6112 3.3956 -3.3639 0.0844 0.0794 0.2572
C 1.9036 2.4421 -2.7241 -0.7443 -0.3063 -0.8632
N 0.9875 1.7678 -3.4179 0.7586 1.7801 -0.3483
S 2.2032 2.1557 -1.0823 -0.4254 -1.0123 0.4043
H 2.3492 3.7055 -4.2841 -0.0203 -0.0162 0.0402
H 3.1828 4.0035 -2.8045 0.0488 0.0432 -0.0489
H 0.9342 1.8956 -4.4150 0.0353 0.1078 -0.0515
H 0.6792 0.8774 -3.0353 -0.1245 -1.2951 0.5465

| no. | E (eV) |
| --- | --- |
| 1 | -56173.96293 |
| 2 | -119815.17259 |
| 3 | -5782.20409 |
| 4 | -69346.55996 |